A structure of composition C35H62BrHgN14S. Source: the OMol25 dataset; level of theory: ωB97M-V with the def2-TZVPD basis set.

```
114
Properties=species:S:1:pos:R:3:forces:R:3:mulliken_charge:R:1
Hg -0.064973 -0.098708 -0.698192 0.21 -0.10 -0.68 0.89
C -2.880277 3.502103 0.881835 0.00 0.15 0.09 -1.02
N -2.546443 3.806988 -0.489017 -0.07 -0.15 0.00 0.01
C -3.608328 3.491738 -1.420044 -0.08 0.02 -0.01 -0.73
C -1.240263 3.606099 -0.899588 0.25 0.39 0.11 0.59
N -0.419188 2.981882 -0.150631 -0.24 -0.63 0.16 -0.11
C 1.002689 3.149452 -0.299125 0.12 0.21 0.16 -0.22
C 1.670143 2.969656 1.070084 -0.13 0.22 -0.60 -2.00
N 1.847372 1.568179 1.443212 -0.15 -0.11 -0.02 1.38
C 3.232736 1.132588 1.386500 0.30 -0.46 -0.27 -2.14
C 3.500032 0.172920 0.212909 0.17 0.09 0.20 0.08
N 3.355928 0.899638 -1.013595 -0.48 0.20 -0.02 0.03
C 3.891440 0.548184 -2.119357 0.32 -0.04 0.27 0.47
N 4.515413 -0.664063 -2.362553 -0.10 0.09 -0.14 0.54
C 3.866875 -1.909017 -2.043453 -0.01 -0.12 0.25 -1.03
C 5.636417 -0.789756 -3.256631 0.14 0.03 0.04 -1.19
N 4.018442 1.492347 -3.122567 -0.03 0.08 -0.08 -0.01
C 3.730552 2.860964 -2.772899 0.14 0.04 0.11 -0.88
C 3.626861 1.178667 -4.481537 0.08 -0.03 -0.13 -1.13
C 1.148830 1.280352 2.688700 0.18 -0.05 0.23 -0.85
C 1.215707 -0.155030 3.242183 -0.05 0.15 0.22 -0.38
N 0.216068 -1.066106 2.740699 -0.07 0.09 -0.36 0.13
C -0.669855 -1.556398 3.525601 -0.01 0.01 0.51 -0.45
N -0.798480 -1.335358 4.931269 0.39 0.29 -0.25 0.57
C 0.196727 -1.873751 5.824689 -0.06 -0.03 0.05 -1.13
C -1.462870 -0.134955 5.367325 0.04 -0.04 0.01 -0.89
N -1.628629 -2.390628 3.057836 -0.38 -0.09 0.11 0.78
C -1.642970 -2.805919 1.679820 0.11 0.08 -0.22 -1.04
C -2.499475 -3.151823 3.920010 -0.12 -0.12 0.14 -1.16
N -0.894847 4.268258 -2.071967 -0.25 -0.05 0.04 0.60
C -1.479559 5.536555 -2.424953 0.04 0.14 0.01 -1.16
C -0.227408 3.568607 -3.139370 0.14 -0.03 0.03 -1.17
H -3.648130 4.204821 1.217791 -0.04 -0.07 0.05 0.32
H -1.982628 3.610351 1.485043 -0.09 0.00 0.08 0.37
H -3.257494 2.482065 0.993301 0.03 0.04 -0.01 0.22
H -3.882999 2.431571 -1.352598 -0.04 0.00 -0.02 -0.03
H -3.290991 3.695998 -2.438043 -0.03 0.01 -0.06 0.30
H -4.482022 4.104866 -1.188147 -0.05 -0.04 -0.08 0.32
H 1.232315 4.155099 -0.685731 0.05 -0.06 -0.05 0.54
H 1.446979 2.408325 -0.968183 0.06 0.07 -0.04 -0.17
H 1.054697 3.484503 1.817609 0.05 -0.04 -0.04 0.48
H 2.641205 3.479000 1.038450 -0.05 -0.08 0.08 0.45
H 3.517334 0.636360 2.318785 0.04 0.02 0.02 0.65
H 3.898797 1.994317 1.270147 -0.01 -0.05 0.03 0.46
H 2.774999 -0.648406 0.291550 0.05 -0.03 0.02 -0.32
H 4.514616 -0.251056 0.322878 -0.10 -0.07 -0.03 0.55
H 2.911997 -1.719631 -1.566735 -0.09 -0.08 -0.02 -0.11
H 4.497039 -2.513020 -1.379982 0.00 -0.08 0.02 0.37
H 3.668144 -2.477375 -2.958043 -0.06 -0.01 0.05 0.36
H 6.396756 -1.415489 -2.774247 0.02 0.02 -0.11 0.35
H 6.059953 0.192140 -3.452720 0.04 -0.05 -0.04 0.38
H 5.361845 -1.263722 -4.207592 0.02 0.02 0.00 0.38
H 4.268433 3.515965 -3.459726 -0.02 0.07 -0.06 0.36
H 4.063599 3.034250 -1.754226 -0.02 0.15 0.01 0.35
H 2.660840 3.083386 -2.831683 -0.02 0.02 0.02 0.01
H 3.629392 0.108140 -4.652731 -0.01 -0.03 -0.01 0.39
H 4.310035 1.668984 -5.180040 0.03 -0.03 -0.06 0.29
H 2.611516 1.535559 -4.678950 -0.03 -0.06 -0.01 0.25
H 0.103723 1.542902 2.515946 -0.08 0.01 0.16 0.15
H 1.542051 1.939438 3.489524 -0.12 -0.05 -0.04 0.18
H 1.149748 -0.050814 4.331213 0.08 -0.06 -0.06 -0.22
H 2.192049 -0.600883 3.022882 0.01 0.14 0.09 0.22
H 0.757408 -2.657687 5.318265 0.04 -0.03 0.02 0.32
H -0.304433 -2.317925 6.693805 0.12 0.00 0.02 0.32
H 0.907761 -1.120668 6.193218 -0.01 -0.03 -0.04 0.36
H -2.225247 0.132843 4.638758 -0.10 0.08 0.00 0.19
H -0.783742 0.721081 5.491480 0.00 0.02 -0.01 0.25
H -1.949482 -0.326790 6.328400 -0.05 0.10 0.00 0.33
H -1.232966 -2.018431 1.049325 -0.04 -0.20 0.07 -0.06
H -2.666841 -3.009117 1.365975 -0.08 0.01 0.03 0.37
H -1.054256 -3.714682 1.526883 -0.01 0.09 0.00 0.56
H -2.410049 -2.809259 4.946175 -0.06 -0.07 -0.08 0.35
H -2.245892 -4.215375 3.876505 -0.01 -0.05 -0.01 0.33
H -3.534266 -3.037405 3.589770 -0.04 -0.02 -0.03 0.28
H -2.008624 5.946616 -1.566297 0.02 0.00 -0.08 0.37
H -2.177766 5.464120 -3.270614 0.02 -0.01 0.03 0.35
H -0.678387 6.228390 -2.707884 -0.09 0.03 -0.05 0.32
H 0.045168 2.568405 -2.811129 0.12 -0.06 -0.05 0.29
H 0.670569 4.110013 -3.453148 0.02 -0.10 -0.06 0.24
H -0.889233 3.471160 -4.009423 0.00 0.00 -0.01 0.29
C -2.907702 -1.468551 -4.390407 -0.28 -0.21 0.06 -0.91
C -2.315421 -0.461336 -3.620788 -0.02 0.23 -0.07 -0.56
N -2.559850 -0.281311 -2.344574 0.18 0.28 0.17 0.02
C -3.480396 -1.050669 -1.749587 -0.23 -0.47 -0.55 -0.52
C -4.217968 -2.023099 -2.465184 0.40 0.32 0.21 1.44
C -3.862388 -2.257418 -3.803229 0.08 0.24 -0.08 -0.84
C -5.284302 -2.720860 -1.831767 -0.22 -0.08 0.32 -0.93
C -5.600088 -2.479285 -0.538386 -0.15 -0.26 -0.33 -0.92
C -4.833919 -1.565130 0.237636 0.41 0.33 -0.10 0.98
C -5.108981 -1.320877 1.590635 0.14 0.16 0.06 -1.00
C -4.274753 -0.502144 2.311847 -0.18 -0.21 -0.03 -1.23
C -3.167056 0.054001 1.663149 -0.15 0.01 -0.01 -0.37
N -2.938290 -0.087742 0.381296 0.49 0.09 -0.15 0.55
C -3.740570 -0.876179 -0.344934 -0.62 -0.25 0.46 0.40
H -2.617914 -1.601063 -5.420385 0.05 -0.01 -0.08 0.44
H -1.620494 0.230714 -4.070848 0.16 -0.08 -0.05 0.62
H -4.367522 -3.042078 -4.349397 -0.03 -0.03 -0.09 0.41
H -5.849395 -3.426298 -2.426158 -0.05 -0.09 0.04 0.39
H -6.420164 -2.994306 -0.055305 -0.06 -0.03 -0.04 0.42
H -5.974076 -1.786733 2.043353 -0.03 -0.05 0.08 0.42
H -4.458151 -0.304850 3.357619 0.04 0.01 0.09 0.48
H -2.442789 0.644509 2.206517 0.08 0.14 0.12 0.45
C 3.740167 -5.011288 0.655256 -0.06 0.00 0.25 -1.04
N 2.608768 -4.604554 -0.135649 0.28 -0.07 0.00 -0.10
C 1.647642 -3.718221 0.201063 -0.17 -0.28 -0.16 0.59
N 1.779608 -2.971016 1.304669 0.46 -0.12 0.04 0.26
S 0.311210 -3.632968 -0.786751 -0.43 0.30 -0.55 -0.32
H 4.482848 -5.455854 -0.002159 0.07 0.03 0.01 0.36
H 3.464614 -5.749429 1.416291 0.05 0.04 0.04 0.30
H 4.196187 -4.154145 1.149212 0.12 0.01 -0.02 0.29
H 2.377848 -5.166748 -0.940609 -0.07 0.19 0.07 0.25
H 2.646109 -2.947486 1.815780 0.01 -0.06 -0.01 0.36
H 1.085201 -2.256543 1.537804 -0.04 -0.04 0.02 -0.80
Br 0.909800 -0.877641 -3.589010 -0.18 0.32 0.68 -0.61
```
Forces are in eV/Å.

Values from the calculation:
Maximum force = 0.01578 Eh/bohr
⟨S²⟩ = 0.756
E = -143214.405 eV
Kohn-Sham gap (spin up / spin down) = 6.861 / 6.138 eV
LUMO energy (spin up / spin down) = 0.222 / -1.181 eV
E_HOMO (spin up / spin down) = -6.638 / -7.319 eV
2S+1 = 2